[1]
This record from OMol25 describes a molecular structure, C16H26AlBr2Cl4LiN4O8S2 in a non-equilibrium geometry. The level of theory is wB97M-V/def2-TZVPD.

Last column: natural (NBO) charge in e.
Geometry (Å):
N (-4.7165, -4.3406, -0.9363)  -0.589
C (-2.0718, -2.4611, 0.8231)  -0.225
C (-3.3252, -3.0488, 0.4342)  0.165
H (-2.1290, 3.1992, -0.8616)  0.252
Br (1.3501, 8.1882, -1.3673)  -0.080
S (0.7421, 4.9344, -1.2086)  1.440
H (-1.9682, -1.8393, 1.7185)  0.265
C (-0.9753, -2.6829, 0.0277)  0.037
Cl (-1.4905, -5.8997, 1.3674)  0.007
N (-0.3655, 1.2793, 2.9050)  0.708
N (-4.4642, -2.8677, 1.1410)  -0.608
H (2.6866, 5.4116, -2.4794)  0.260
C (1.5547, 5.7777, 0.1213)  -0.850
O (-1.2102, 2.1877, 2.9128)  -0.428
C (-3.4653, -3.8734, -0.7581)  0.042
H (3.1259, -3.7806, -0.3492)  0.173
H (-1.9175, -6.5033, 3.5896)  0.228
C (-1.0178, -6.3224, 3.0146)  -0.280
H (5.9273, 5.0472, 3.5706)  0.241
S (-5.5597, -3.7235, 0.2915)  0.940
C (-1.9828, 1.0742, -0.7258)  0.602
Cl (0.7995, -2.8915, -3.7857)  -0.802
H (-2.3807, -4.6633, -2.4865)  0.247
Li (-1.8596, -2.1658, -3.1659)  0.953
H (2.6147, 5.5148, 0.1206)  0.270
C (1.6286, 5.6691, -2.5562)  -0.821
H (1.4493, -1.8835, -1.4230)  0.219
H (0.1727, -0.9825, 0.7591)  0.274
H (-0.6989, 2.4901, -1.6353)  0.215
C (4.9281, 5.1326, 3.1528)  -0.488
Al (0.2432, -5.4385, -3.9319)  0.724
H (-0.2150, -3.6214, -1.8374)  0.260
O (-0.6434, 5.4325, -1.2659)  -0.838
Cl (-0.0473, -7.7980, 3.0248)  0.017
O (-1.0520, 0.3659, -0.4229)  -0.552
H (0.5639, -2.5313, 1.4688)  0.239
H (-2.2807, 2.3506, -2.4290)  0.225
N (5.0742, 5.4535, 1.7061)  0.537
C (-2.3071, -4.0642, -1.5638)  -0.331
C (0.3328, -2.0354, 0.5067)  -0.448
H (-3.9987, 0.5934, -1.2814)  0.214
Cl (-0.1374, -4.9920, 3.7668)  0.032
H (0.9798, -5.3263, -0.0490)  0.475
H (2.3913, -1.7106, 0.0645)  0.214
H (-3.4027, -0.2469, 0.1625)  0.243
H (4.3785, 5.9486, 3.6141)  0.237
H (1.4900, 6.8502, -2.5453)  0.249
C (1.5560, -2.2683, -0.3985)  -0.444
Br (-1.9564, -6.1399, -5.4651)  -0.722
H (-3.8383, 1.4661, 0.2710)  0.250
H (1.1011, 5.4572, 1.0632)  0.282
H (1.4218, 6.9342, 0.0056)  0.264
C (-1.7675, 2.3659, -1.4655)  -0.720
O (4.5956, 4.6699, 0.9053)  -0.402
C (-3.4015, 0.7011, -0.3722)  -0.727
O (5.6602, 6.4743, 1.4244)  -0.361
H (4.3865, 4.1974, 3.2480)  0.243
H (1.2281, 5.2788, -3.4954)  0.271
C (-1.0823, -3.4860, -1.1999)  -0.307
C (2.0322, -3.7601, -0.4780)  -0.069
H (1.8156, -4.1362, -1.4944)  0.163
O (1.3843, -4.6192, 0.4648)  -0.730
O (-0.7249, 0.0993, 2.8162)  -0.431
O (0.8392, 1.5593, 2.9717)  -0.423

Calculated values
Highest occupied orbital energy   -7.497 eV
Lowest unoccupied orbital energy   -0.2300 Eh

---

[2]
This record from OMol25 describes a molecular structure, C16H26AlFNPb in a non-equilibrium geometry. The level of theory is wB97M-V/def2-TZVPD.

Last column: natural (NBO) charge in e.
Geometry (Å):
C (-2.2144, 3.1494, 0.7934)  -0.687
Al (-1.5089, 0.4052, -0.2379)  1.647
H (-3.5284, 2.0021, -0.4164)  0.010
H (-1.7516, -2.7469, -1.5012)  0.203
H (0.2803, 2.1425, -0.9646)  0.219
H (-2.9231, 3.9421, 1.0259)  0.214
H (2.3911, 2.8107, 0.2251)  0.203
H (2.8220, -3.0253, 0.2825)  0.210
C (1.7581, 2.4876, 1.0525)  -0.404
H (2.8735, 1.4343, 2.5400)  0.175
C (-2.8277, 1.8134, 0.4898)  -0.229
H (0.7167, 0.4679, -1.2836)  0.243
H (2.4834, 3.6453, 4.0093)  0.363
H (3.5650, -4.0321, -1.8279)  0.219
C (2.6133, 2.4736, 2.3254)  -0.221
H (1.6542, 2.2872, 4.1303)  0.355
N (1.8774, 3.0308, 3.4823)  -0.852
H (-2.4404, 0.5704, -4.0327)  0.204
H (2.4158, -4.3118, -3.1232)  0.216
H (-2.4385, -1.8492, 0.7638)  0.223
C (-1.4851, -1.3202, 0.7866)  -0.982
C (1.5198, -3.6307, -1.3036)  -0.028
H (0.9674, 3.2201, 1.2141)  0.195
H (-0.9398, -0.2612, -3.3468)  0.234
C (0.8544, -2.2491, 0.5646)  -0.169
H (1.1179, -1.7456, 1.4849)  0.201
H (-1.1790, -1.1947, 1.8256)  0.235
Pb (-5.3248, 1.4910, -0.1213)  1.484
H (-0.0552, -4.0550, -2.6953)  0.210
H (3.5537, 2.9966, 2.1761)  0.194
C (-2.4989, 0.0773, -1.9690)  -0.711
C (0.2888, 1.1390, -0.5352)  -1.028
C (-1.9360, 0.1309, -3.1771)  -0.313
H (0.6113, 0.7908, 1.6129)  0.176
H (-1.6208, 3.4180, -0.0794)  0.266
F (-3.6632, 1.3516, 1.5931)  -0.415
C (0.2140, -3.5431, -1.7808)  -0.205
C (-0.7466, -2.8149, -1.1055)  -0.225
C (1.1734, 1.1181, 0.7312)  -0.393
C (-0.4502, -2.1449, 0.0828)  -0.047
C (1.8159, -2.9787, -0.1134)  -0.209
H (2.0062, 0.4349, 0.5739)  0.213
H (-3.6145, -0.0735, -1.8923)  0.138
C (2.5693, -4.4053, -2.0493)  -0.627
H (-1.5020, 3.0186, 1.6078)  0.273
H (2.5060, -5.4672, -1.8178)  0.225

Calculated values
Highest occupied orbital energy   -9.930 eV
Lowest unoccupied orbital energy   -0.2547 Eh
Charge   +1

---

[3]
This record from OMol25 describes a molecular structure, C16H26BaFN2O6RbS2 in a non-equilibrium geometry. The level of theory is wB97M-V/def2-TZVPD.

Last column: Löwdin charge in e.
Geometry (Å):
H (1.2080, 1.4305, 2.9724)  0.116
H (-0.4851, 0.1808, 1.4338)  0.007
O (-1.1152, 2.1376, -1.9805)  -0.184
C (0.2128, 1.8031, 2.7791)  -0.007
S (-2.6731, 1.6509, -1.5996)  0.740
Ba (-3.0156, 0.0407, 0.9858)  2.167
C (-0.1897, 3.0249, 3.2690)  0.002
C (-0.0376, 1.9143, -1.0734)  -0.258
C (1.8110, -1.0484, 0.0725)  -0.282
H (0.7283, 0.6583, -0.5453)  -0.033
C (0.7268, -3.4830, -3.2913)  0.013
H (-3.4052, -0.8097, -1.7679)  0.061
H (0.8436, -1.5421, 0.1650)  0.047
H (2.1961, -1.3760, -0.8931)  0.144
O (-3.6092, 2.3655, -2.4773)  -0.204
N (-0.3145, -2.8075, -1.1133)  -0.451
H (-1.6215, -0.5662, -1.7792)  0.016
H (-0.0299, -0.7979, -0.6517)  0.007
H (0.2215, -1.0170, 2.6072)  0.024
C (-0.6948, 1.1252, 1.9140)  -0.156
C (-2.3754, 2.6835, 2.3529)  -0.062
C (1.1357, -2.1366, -3.4744)  -0.014
C (0.2367, -1.5363, -1.3934)  -0.288
H (-3.4042, 2.9981, 2.2590)  0.131
C (1.0336, -1.3986, 3.2262)  -0.056
N (-2.0189, 1.4847, 1.7744)  -0.516
H (2.1535, 2.0317, -1.0916)  0.072
S (2.2891, -2.4485, 2.2490)  0.730
Rb (-1.4824, -2.8844, 0.3980)  1.247
H (1.5374, -0.6976, 3.8917)  0.081
H (-0.4472, -4.7321, -1.9012)  0.114
H (2.4632, 0.9415, -0.1839)  0.108
H (1.5610, -1.8455, -4.4235)  0.128
C (-1.5013, 3.5036, 3.0710)  0.023
H (-0.1936, 0.9552, -0.5795)  0.037
O (-2.7933, 1.7284, -0.1912)  -0.649
O (1.6976, -3.5114, 1.4659)  -0.292
O (3.4993, -2.7016, 3.0340)  -0.244
F (-1.0793, -0.5606, 0.3762)  -0.907
H (1.4394, 3.0964, -2.2530)  0.114
H (-1.6775, 4.4754, 3.5079)  0.131
H (-0.1045, 2.5982, -0.2273)  0.150
H (-2.6504, -0.1374, -3.1939)  0.099
H (0.4361, 3.5130, 4.0014)  0.132
H (1.1657, -0.1411, -2.8576)  0.100
H (1.6050, 1.3609, -2.5251)  0.077
C (0.8316, -1.1357, -2.6015)  -0.036
H (0.8985, -4.2558, -4.0259)  0.117
H (1.4269, 0.6870, 1.1907)  0.078
C (-2.5853, -0.1763, -2.1065)  -0.083
C (1.3222, 2.1159, -1.7915)  -0.010
H (0.5913, -2.1433, 3.8879)  0.073
C (-0.0621, -3.7510, -2.1368)  -0.055
O (2.7447, -1.3031, 1.1093)  -0.215
C (1.5502, 0.4395, 0.1363)  -0.082

Calculated values
Highest occupied orbital energy   -15.023 eV
Lowest unoccupied orbital energy   -0.2383 Eh
Charge   +2
ΔE to the lowest compared entry with this formula, charge and spin   443.6 kcal per mole

---

[4]
This record from OMol25 describes 2 unconnected molecules or ions with the total composition C16H26Cl2NO in a non-equilibrium geometry. The level of theory is wB97M-V/def2-TZVPD.

Last column: natural (NBO) charge in e.
Geometry (Å):
N (-0.4769, 0.5609, -1.3063)  -0.512
C (3.3016, 1.4150, 0.3999)  -0.654
H (-7.6311, 0.4224, 2.2304)  0.234
C (-1.9169, 0.2472, -0.9770)  -0.223
C (3.5455, -3.1152, -0.0686)  -0.188
C (2.4692, 1.8935, -0.7823)  0.114
H (4.2637, 0.4723, -1.9286)  0.196
H (-2.8442, 0.2408, 0.9762)  0.264
H (-0.3767, 1.2430, -2.0558)  0.439
O (2.2166, 0.9351, -1.7993)  -0.582
H (2.1826, -4.7595, -0.0808)  0.227
H (-0.4814, 0.7710, 1.9459)  0.246
H (3.2483, -0.0275, -3.2539)  0.204
C (2.4118, -3.7969, -0.5077)  -0.206
H (1.2916, -1.5936, -2.8049)  0.197
C (-1.8738, 0.0451, 0.5447)  -0.420
C (3.8532, -1.8694, -0.6097)  -0.235
C (-0.8628, 1.1088, 0.9899)  -0.420
H (-1.3549, 2.0710, 1.0459)  0.226
C (-5.9485, 0.5599, 3.5381)  -0.382
H (2.9101, 0.5094, 0.8490)  0.213
C (1.9152, -2.0043, -2.0217)  -0.278
H (-2.1709, -0.6509, -1.5291)  0.224
H (0.7269, -3.7728, -1.8484)  0.220
C (1.0549, 2.2940, -0.3047)  -0.421
H (-2.5699, 1.0426, -1.3129)  0.228
C (-6.5456, 0.3803, 2.1673)  -0.385
H (-6.1400, 1.5533, 3.9342)  0.231
H (4.1800, -3.5414, 0.6896)  0.228
C (3.2886, 0.0636, -2.1721)  -0.107
Cl (-6.0312, 1.6641, 1.0386)  -0.069
Cl (-4.1805, 0.3190, 3.5182)  -0.078
H (4.7232, -1.3296, -0.2698)  0.218
H (3.3173, 2.2137, 1.1328)  0.231
H (-1.5425, -0.9760, 0.6990)  0.217
H (0.5732, 2.9298, -1.0430)  0.216
H (-6.3670, -0.1757, 4.2220)  0.233
C (1.5950, -3.2472, -1.4876)  -0.196
H (2.9316, 2.7883, -1.1984)  0.188
H (0.8580, 0.1982, 0.2397)  0.229
H (-6.2583, -0.5736, 1.7333)  0.222
H (1.1278, 2.7900, 0.6544)  0.240
C (0.2464, 1.0364, -0.0651)  -0.039
H (-0.0355, -0.2892, -1.6525)  0.451
H (4.3336, 1.2538, 0.1116)  0.226
C (3.0425, -1.2996, -1.5804)  0.033

Calculated values
Highest occupied orbital energy   -12.154 eV
Lowest unoccupied orbital energy   -0.0893 Eh
Charge   +1
ΔE to the lowest compared entry with this formula, charge and spin   5.1 kcal per mole

---

What did the third record say?
This record from OMol25 describes a molecular structure, C16H26BaFN2O6RbS2 in a non-equilibrium geometry. The level of theory is wB97M-V/def2-TZVPD.

Last column: Löwdin charge in e.
Geometry (Å):
H (1.2080, 1.4305, 2.9724)  0.116
H (-0.4851, 0.1808, 1.4338)  0.007
O (-1.1152, 2.1376, -1.9805)  -0.184
C (0.2128, 1.8031, 2.7791)  -0.007
S (-2.6731, 1.6509, -1.5996)  0.740
Ba (-3.0156, 0.0407, 0.9858)  2.167
C (-0.1897, 3.0249, 3.2690)  0.002
C (-0.0376, 1.9143, -1.0734)  -0.258
C (1.8110, -1.0484, 0.0725)  -0.282
H (0.7283, 0.6583, -0.5453)  -0.033
C (0.7268, -3.4830, -3.2913)  0.013
H (-3.4052, -0.8097, -1.7679)  0.061
H (0.8436, -1.5421, 0.1650)  0.047
H (2.1961, -1.3760, -0.8931)  0.144
O (-3.6092, 2.3655, -2.4773)  -0.204
N (-0.3145, -2.8075, -1.1133)  -0.451
H (-1.6215, -0.5662, -1.7792)  0.016
H (-0.0299, -0.7979, -0.6517)  0.007
H (0.2215, -1.0170, 2.6072)  0.024
C (-0.6948, 1.1252, 1.9140)  -0.156
C (-2.3754, 2.6835, 2.3529)  -0.062
C (1.1357, -2.1366, -3.4744)  -0.014
C (0.2367, -1.5363, -1.3934)  -0.288
H (-3.4042, 2.9981, 2.2590)  0.131
C (1.0336, -1.3986, 3.2262)  -0.056
N (-2.0189, 1.4847, 1.7744)  -0.516
H (2.1535, 2.0317, -1.0916)  0.072
S (2.2891, -2.4485, 2.2490)  0.730
Rb (-1.4824, -2.8844, 0.3980)  1.247
H (1.5374, -0.6976, 3.8917)  0.081
H (-0.4472, -4.7321, -1.9012)  0.114
H (2.4632, 0.9415, -0.1839)  0.108
H (1.5610, -1.8455, -4.4235)  0.128
C (-1.5013, 3.5036, 3.0710)  0.023
H (-0.1936, 0.9552, -0.5795)  0.037
O (-2.7933, 1.7284, -0.1912)  -0.649
O (1.6976, -3.5114, 1.4659)  -0.292
O (3.4993, -2.7016, 3.0340)  -0.244
F (-1.0793, -0.5606, 0.3762)  -0.907
H (1.4394, 3.0964, -2.2530)  0.114
H (-1.6775, 4.4754, 3.5079)  0.131
H (-0.1045, 2.5982, -0.2273)  0.150
H (-2.6504, -0.1374, -3.1939)  0.099
H (0.4361, 3.5130, 4.0014)  0.132
H (1.1657, -0.1411, -2.8576)  0.100
H (1.6050, 1.3609, -2.5251)  0.077
C (0.8316, -1.1357, -2.6015)  -0.036
H (0.8985, -4.2558, -4.0259)  0.117
H (1.4269, 0.6870, 1.1907)  0.078
C (-2.5853, -0.1763, -2.1065)  -0.083
C (1.3222, 2.1159, -1.7915)  -0.010
H (0.5913, -2.1433, 3.8879)  0.073
C (-0.0621, -3.7510, -2.1368)  -0.055
O (2.7447, -1.3031, 1.1093)  -0.215
C (1.5502, 0.4395, 0.1363)  -0.082

Calculated values
Highest occupied orbital energy   -15.023 eV
Lowest unoccupied orbital energy   -0.2383 Eh
Charge   +2
ΔE to the lowest compared entry with this formula, charge and spin   443.6 kcal per mole

---

- Which of these has the highest highest occupied orbital energy?
  C16H26AlBr2Cl4LiN4O8S2

---

- Among the records above, which one has the lowest highest occupied orbital energy?
  C16H26BaFN2O6RbS2

---

What did the fourth record say?
This record from OMol25 describes 2 unconnected molecules or ions with the total composition C16H26Cl2NO in a non-equilibrium geometry. The level of theory is wB97M-V/def2-TZVPD.

Last column: natural (NBO) charge in e.
Geometry (Å):
N (-0.4769, 0.5609, -1.3063)  -0.512
C (3.3016, 1.4150, 0.3999)  -0.654
H (-7.6311, 0.4224, 2.2304)  0.234
C (-1.9169, 0.2472, -0.9770)  -0.223
C (3.5455, -3.1152, -0.0686)  -0.188
C (2.4692, 1.8935, -0.7823)  0.114
H (4.2637, 0.4723, -1.9286)  0.196
H (-2.8442, 0.2408, 0.9762)  0.264
H (-0.3767, 1.2430, -2.0558)  0.439
O (2.2166, 0.9351, -1.7993)  -0.582
H (2.1826, -4.7595, -0.0808)  0.227
H (-0.4814, 0.7710, 1.9459)  0.246
H (3.2483, -0.0275, -3.2539)  0.204
C (2.4118, -3.7969, -0.5077)  -0.206
H (1.2916, -1.5936, -2.8049)  0.197
C (-1.8738, 0.0451, 0.5447)  -0.420
C (3.8532, -1.8694, -0.6097)  -0.235
C (-0.8628, 1.1088, 0.9899)  -0.420
H (-1.3549, 2.0710, 1.0459)  0.226
C (-5.9485, 0.5599, 3.5381)  -0.382
H (2.9101, 0.5094, 0.8490)  0.213
C (1.9152, -2.0043, -2.0217)  -0.278
H (-2.1709, -0.6509, -1.5291)  0.224
H (0.7269, -3.7728, -1.8484)  0.220
C (1.0549, 2.2940, -0.3047)  -0.421
H (-2.5699, 1.0426, -1.3129)  0.228
C (-6.5456, 0.3803, 2.1673)  -0.385
H (-6.1400, 1.5533, 3.9342)  0.231
H (4.1800, -3.5414, 0.6896)  0.228
C (3.2886, 0.0636, -2.1721)  -0.107
Cl (-6.0312, 1.6641, 1.0386)  -0.069
Cl (-4.1805, 0.3190, 3.5182)  -0.078
H (4.7232, -1.3296, -0.2698)  0.218
H (3.3173, 2.2137, 1.1328)  0.231
H (-1.5425, -0.9760, 0.6990)  0.217
H (0.5732, 2.9298, -1.0430)  0.216
H (-6.3670, -0.1757, 4.2220)  0.233
C (1.5950, -3.2472, -1.4876)  -0.196
H (2.9316, 2.7883, -1.1984)  0.188
H (0.8580, 0.1982, 0.2397)  0.229
H (-6.2583, -0.5736, 1.7333)  0.222
H (1.1278, 2.7900, 0.6544)  0.240
C (0.2464, 1.0364, -0.0651)  -0.039
H (-0.0355, -0.2892, -1.6525)  0.451
H (4.3336, 1.2538, 0.1116)  0.226
C (3.0425, -1.2996, -1.5804)  0.033

Calculated values
Highest occupied orbital energy   -12.154 eV
Lowest unoccupied orbital energy   -0.0893 Eh
Charge   +1
ΔE to the lowest compared entry with this formula, charge and spin   5.1 kcal per mole